*i*
Density functional theory data (ωB97M-V with the def2-TZVPD basis set) for a structure of composition C4H11INO.

Properties
orbital gap (alpha / beta): 8.9 / 7.5 eV
LUMO energy (alpha / beta): -3.89 / -4.65 eV
total charge: +1
HOMO (alpha / beta): -12.81 / -12.16 eV

Atoms and positions in Å:
C 1.9190 -0.2797 0.6700
C -0.3395 -0.5796 1.5783
C -2.0732 -0.1027 -1.8159
C 0.1016 1.1122 -0.0441
N 0.4676 -0.1485 0.4235
O 0.9011 1.6348 -0.9844
I -0.9911 -1.8612 -1.8778
H 2.1690 -1.3209 0.8578
H 2.4707 0.0756 -0.1976
H 2.1984 0.3193 1.5366
H -0.0146 -1.5684 1.8979
H -0.2208 0.1176 2.4095
H -1.3917 -0.6285 1.2975
H -3.0447 -0.1907 -1.3656
H -2.0037 0.4883 -2.7111
H -0.9348 1.4235 0.0517
H 0.2183 -0.9652 -0.4005
H 0.5684 2.4738 -1.3258

=====

*ii*
Density functional theory data (ωB97M-V with the def2-TZVPD basis set) for a cluster of 2 separate species, C4H11INO in total.

Properties
orbital gap: 9.1 eV
LUMO energy: -3.73 eV
total charge: +1
HOMO: -12.85 eV

Atoms and positions in Å:
C -0.9455 -0.2033 1.6786
C -0.0805 2.2892 -0.8448
C -0.7705 0.2688 0.2689
C 0.9017 -0.6567 -0.7089
N 0.5342 -2.1648 -0.6013
O -0.2625 1.5658 0.3708
I 2.5530 -0.0792 0.4751
H -1.3889 0.6220 2.2093
H -1.5940 -1.1782 1.7811
H 0.1095 -0.5043 2.0455
H -0.0990 3.3590 -0.5246
H -0.8339 2.0742 -1.5878
H 0.9998 2.1080 -1.0823
H -1.4532 0.0890 -0.5030
H 0.8970 -0.1747 -1.7470
H 1.1768 -2.3555 0.3463
H 0.7271 -2.8075 -1.3099
H -0.4709 -2.2517 -0.2659

=====

The energy of each structure relative to the most stable one, in eV, is as follows: *i* 0.463; *ii* 0.000.

=====

*i*
Density functional theory data (ωB97M-V with the def2-TZVPD basis set) for a cluster of 2 separate species, C5H5F in total.

Properties
orbital gap: 8.5 eV
LUMO energy: -0.47 eV
total charge: 0
HOMO: -8.98 eV

Atoms and positions in Å:
C -3.5030 0.2062 0.0374
C -2.3195 0.2286 0.3394
C -1.0114 0.3112 0.6338
C -0.0003 0.8977 0.0246
C 1.4488 0.7843 0.2612
F -0.2736 1.7005 -0.9759
H -4.5768 0.2762 0.1188
H -0.3410 -1.0492 1.6902
H 1.5386 0.1649 1.2150
H 2.0351 1.6679 0.1850
H 1.9098 0.0396 -0.3630

=====

*ii*
Density functional theory data (ωB97M-V with the def2-TZVPD basis set) for the molecule C5H5F.

Properties
orbital gap: 10.4 eV
LUMO energy: 0.97 eV
total charge: 0
HOMO: -9.38 eV
SMILES string: C#C[C@H]1C[C@H]1F

Atoms and positions in Å:
C 1.2205 0.1133 0.1664
C 0.8304 -1.0820 -0.6446
C 0.0196 -0.6739 0.6609
C -1.3107 -0.1747 0.2700
C -2.4080 0.2596 -0.2434
H 2.1554 -0.0520 0.6359
H 0.4919 -1.0422 -1.6440
H 1.7098 -1.7854 -0.5242
H 0.0954 -1.1370 1.7266
H -3.2909 0.5057 -0.4922
F 0.9697 1.4285 -0.1064

=====

The energy of each structure relative to the most stable one, in eV, is as follows: *i* 1.633; *ii* 0.000.

=====

*i*
Density functional theory data (ωB97M-V with the def2-TZVPD basis set) for a cluster of 5 separate species, C3H14O5 in total.

Properties
orbital gap: 9.5 eV
LUMO energy: 0.22 eV
total charge: 0
HOMO: -9.25 eV
SMILES string: C=C(C)O.O.O.O.O

Atoms and positions in Å:
C -0.7484 -1.1087 3.1751
C -0.0791 -1.2955 2.0854
O -0.3232 -0.6252 0.8520
C 0.9298 -2.2103 1.8616
H -0.3715 -1.5638 4.1251
H -1.5647 -0.5763 3.4681
H -0.9995 -0.0160 0.8496
H 1.9072 -1.8800 1.2331
H 1.2606 -2.7812 2.7637
H 0.6063 -2.9363 1.1244
H -3.4091 3.8809 -1.4079
H -3.9500 2.7218 -0.4036
O -3.2512 3.3506 -0.6563
H 5.4008 -1.4682 0.1088
H 4.7680 -2.7514 -0.1299
O 5.1590 -2.1037 -0.6731
H -1.2780 5.4934 -3.5922
H -1.5704 4.0385 -2.9572
O -1.5366 5.0773 -2.7920
H -0.0642 -1.1907 -2.3642
H -0.5561 -0.5947 -3.4622
O -0.3296 -1.4606 -3.2083

=====

*ii*
Density functional theory data (ωB97M-V with the def2-TZVPD basis set) for a cluster of 4 separate species, C3H14O5 in total.

Properties
orbital gap: 11.1 eV
LUMO energy: 0.47 eV
total charge: 0
HOMO: -10.59 eV
SMILES string: OCCCO.O.O.O

Atoms and positions in Å:
C -0.3834 -0.0534 1.3528
O 0.9269 0.4733 1.1129
C -0.5588 -1.2186 0.3616
C -2.0661 -1.4667 0.2384
O -2.6618 -0.5069 -0.6229
H -0.5921 -0.2740 2.4047
H -1.1353 0.7154 1.1706
H 1.0162 1.3500 1.5038
H -0.2104 -0.9362 -0.6174
H -0.1055 -2.0219 0.9263
H -2.3820 -2.4902 0.0143
H -2.5783 -1.2555 1.1848
H -2.1738 -0.3152 -1.4277
H 3.2270 0.8837 -0.6076
H 1.7587 0.8648 -0.3062
O 2.3911 1.1769 -0.9951
H -0.4856 2.0711 -0.1677
H -0.7380 3.6137 0.0558
O -0.8686 2.7323 0.4170
H 2.6542 -0.2890 -1.8994
H 2.1493 -1.7973 -2.2597
O 2.8163 -1.2563 -1.8395

=====

The energy of each structure relative to the most stable one, in eV, is as follows: *i* 1.622; *ii* 0.000.

=====

*i*
Density functional theory data (ωB97M-V with the def2-TZVPD basis set) for the ion C2H2NO2 with charge +1.

Properties
orbital gap: 10.9 eV
LUMO energy: -7.04 eV
total charge: +1
HOMO: -17.97 eV

Atoms and positions in Å:
C 0.4146 0.6797 -0.0145
C 0.4504 -0.6914 0.0100
N -1.6544 0.0045 0.0043
O -0.8779 1.0094 0.0033
O -0.9109 -1.0243 -0.0140
H 1.2630 1.3406 -0.0393
H 1.3152 -1.3185 0.0502

=====

*ii*
Density functional theory data (ωB97M-V with the def2-TZVPD basis set) for a cluster of 2 separate species, C2H2NO2 in total.

Properties
orbital gap: 5.3 eV
LUMO energy: -8.74 eV
total charge: +1
HOMO: -14.05 eV

Atoms and positions in Å:
C 0.0113 -0.5462 0.4719
C -0.6066 0.1314 -0.3471
N 3.6773 -0.9567 -1.3225
O 4.5270 -1.0176 -0.5955
O 2.7059 -0.7816 -1.9211
H 0.4962 -1.1386 1.2644
H -1.0634 0.6980 -1.1519

=====

The energy of each structure relative to the most stable one, in eV, is as follows: *i* 0.000; *ii* 3.238.

=====

*i*
Density functional theory data (ωB97M-V with the def2-TZVPD basis set) for the molecule C2H5N5.

Properties
orbital gap: 10.8 eV
LUMO energy: 0.68 eV
total charge: 0
HOMO: -10.14 eV
SMILES string: Cc1nnnn1N

Atoms and positions in Å:
C 0.1836 1.5308 -0.5820
C -0.0351 0.4786 0.4203
H -0.3085 1.5088 -1.6419
H 1.2366 1.4385 -0.8215
H -0.0366 2.5217 -0.0072
H 1.0547 -2.1564 -0.6551
H -0.5185 -1.9809 -1.3147
N -0.3618 0.7732 1.6741
N -0.7109 -0.3926 2.1951
N -0.6142 -1.3473 1.3805
N -0.1811 -0.8268 0.1992
N 0.2918 -1.5476 -0.8469

=====

*ii*
Density functional theory data (ωB97M-V with the def2-TZVPD basis set) for the molecule C2H5N5.

Properties
orbital gap: 10.2 eV
LUMO energy: 0.58 eV
total charge: 0
HOMO: -9.64 eV
SMILES string: Cn1nnnc1N

Atoms and positions in Å:
C -0.0448 -0.6776 -1.4514
C -0.0142 0.3392 0.8603
H 0.9938 -0.6898 -1.8008
H -0.3039 -1.6490 -1.0117
H -0.7155 -0.4623 -2.2819
H 0.5697 -0.5431 2.5299
H 1.2861 -1.1880 1.1621
N -0.2364 0.3566 -0.4642
N -0.7570 1.5627 -0.7784
N -0.8457 2.2184 0.3195
N -0.3829 1.4977 1.3662
N 0.4507 -0.7650 1.5505

=====

The energy of each structure relative to the most stable one, in eV, is as follows: *i* 1.471; *ii* 0.000.

=====

*i*
Density functional theory data (ωB97M-V with the def2-TZVPD basis set) for a cluster of 2 separate species, C3H7OS in total.

Properties
orbital gap (alpha / beta): 10.5 / 7.0 eV
LUMO energy (alpha / beta): 0.71 / -2.78 eV
⟨S²⟩: 0.7527
spin multiplicity: 2
total charge: 0
HOMO (alpha / beta): -9.77 / -9.78 eV

Atoms and positions in Å:
S 0.9598 -1.3470 -2.2095
H 1.4508 -1.5735 -3.4291
O -0.8170 2.2892 1.3547
C -1.2331 1.2318 0.8761
C -0.4178 0.3539 -0.0474
C 0.5866 -0.4530 0.7647
H -2.1372 0.8071 1.3752
H 0.1161 0.9870 -0.7745
H -1.1025 -0.3386 -0.6320
H 1.4847 0.1613 0.9762
H 0.9198 -1.2299 0.0475
H 0.1896 -0.8884 1.6981

=====

*ii*
Density functional theory data (ωB97M-V with the def2-TZVPD basis set) for a cluster of 2 separate species, C3H7OS in total.

Properties
orbital gap (alpha / beta): 10.4 / 7.0 eV
LUMO energy (alpha / beta): 0.76 / -2.24 eV
⟨S²⟩: 0.7528
spin multiplicity: 2
total charge: 0
HOMO (alpha / beta): -9.64 / -9.26 eV

Atoms and positions in Å:
C 2.4956 0.2476 -1.6782
S 1.4416 -0.5628 -0.3984
H 2.7677 -0.4178 -2.5823
H 3.3158 0.4598 -1.1113
H 1.8905 1.1644 -2.0812
O -2.3472 0.4165 2.8201
C -1.5645 0.2864 1.8848
C -1.8246 -0.3750 0.6083
H -0.5031 0.6541 1.9471
H -2.1871 0.1145 -0.3611
H -0.8904 -0.8487 0.2874
H -2.5943 -1.1391 0.6648

=====

The energy of each structure relative to the most stable one, in eV, is as follows: *i* 0.000; *ii* 0.278.

=====

*i*
Density functional theory data (ωB97M-V with the def2-TZVPD basis set) for a structure of composition C10H21N5O4.

Properties
orbital gap: 9.3 eV
LUMO energy: 0.55 eV
total charge: 0
HOMO: -8.78 eV

Atoms and positions in Å:
C -1.1662 0.3635 2.9850
C -0.9319 0.0502 1.5017
C -1.7094 1.7509 3.3728
C -3.0535 2.0149 2.5914
C 0.3625 -1.3569 -0.0689
C 0.9196 -2.7377 0.1505
C 1.5506 -0.6505 -0.6925
C 1.2901 0.7983 -1.2832
C 0.1842 0.6498 -2.2869
C 1.3460 -0.4175 -4.3541
H 1.0562 0.2135 2.9916
H -0.0609 0.4834 4.5546
H -1.8631 -0.3466 3.3281
H -1.1071 2.3809 2.7725
H -2.5123 1.4988 5.1527
H -3.9068 1.4754 3.0554
H -3.3176 3.1288 2.6653
H -3.0869 1.8107 1.5380
H 0.4881 -1.2672 2.0323
H -0.5613 -1.3759 -0.7458
H 2.2801 -0.6168 0.0986
H 1.9683 -1.2774 -1.4304
H 2.1289 1.4482 -1.6787
H 0.7769 1.4449 -0.5974
H 0.0489 1.6008 -2.8736
H -0.7358 0.4825 -1.6387
H 0.2474 -1.3507 -2.9858
H 1.4934 -2.3751 -4.6553
H 1.1311 1.7040 -4.6682
H 2.4528 0.7622 -5.5598
H 1.3615 -4.2620 -0.6967
N -0.0251 -0.0674 3.6315
N 0.0482 -0.8931 1.1966
N 0.3201 -0.4052 -3.3509
N 1.8500 -1.4481 -4.8908
N 1.8298 0.8842 -4.7112
O -1.6203 0.6214 0.6204
O -1.6909 1.9796 4.7825
O 1.3648 -3.2410 1.0903
O 0.8498 -3.4579 -0.9429

=====

*ii*
Density functional theory data (ωB97M-V with the def2-TZVPD basis set) for the molecule C10H21N5O4.

Properties
orbital gap: 9.5 eV
LUMO energy: 0.47 eV
total charge: 0
HOMO: -9.07 eV
SMILES string: [H]/N=C(/N)NCCC[C@H](N)C(=O)N[C@H](C(=O)O)[C@@H](C)O

Atoms and positions in Å:
C 0.4234 -0.4091 -1.2689
C -1.1015 -0.5839 -1.2594
C 0.9762 -1.3517 -0.1930
C 2.5018 -1.3219 -0.0379
C 2.8734 -0.4235 1.1283
C 4.6193 1.0451 0.1578
C -3.2372 0.3546 -0.5832
C -3.6599 1.7941 -0.1517
C -3.8328 -0.7290 0.3491
C -3.4739 -0.5656 1.7802
H 1.8230 1.0280 -0.9160
H 0.6256 1.5520 -1.8606
H 0.7169 -0.7387 -2.2739
H 0.6426 -2.3587 -0.5175
H 0.5147 -1.1132 0.8053
H 2.9664 -2.3284 0.1459
H 2.9658 -0.9872 -0.9540
H 2.8389 -0.9690 2.0857
H 2.1661 0.4103 1.1633
H 4.9927 -0.6339 1.2048
H 3.0926 2.1580 0.3824
H 6.1274 -0.0692 -0.5607
H 6.0889 1.5404 -1.0925
H -1.3366 1.2572 -0.2700
H -3.5887 0.1606 -1.5749
H -3.5529 -1.6953 -0.0634
H -5.7006 -1.4233 0.5451
H -4.1036 -1.2540 2.3999
H -2.3823 -0.7577 1.9545
H -3.7173 0.4592 2.1395
H -5.4690 1.1324 0.0584
N 0.7865 0.9569 -1.0127
N 4.2657 0.0568 1.0688
N 3.8836 2.0175 -0.2770
N 5.8860 0.9040 -0.3594
N -1.8066 0.3686 -0.5715
O -1.7023 -1.5746 -1.7217
O -2.8545 2.6622 0.0771
O -5.2629 -0.5930 0.1215
O -4.9952 2.0231 -0.0478

=====

The energy of each structure relative to the most stable one, in eV, is as follows: *i* 3.216; *ii* 0.000.

=====

*i*
Density functional theory data (ωB97M-V with the def2-TZVPD basis set) for a cluster of 2 separate species, C3H6O2 in total.

Properties
orbital gap (alpha / beta): 2.9 / 6.0 eV
LUMO energy (alpha / beta): 3.54 / 3.48 eV
⟨S²⟩: 0.7531
spin multiplicity: 2
total charge: -1
HOMO (alpha / beta): 0.65 / -2.50 eV

Atoms and positions in Å:
O 1.0744 -0.9038 -0.8140
C 2.1861 -1.2939 -0.5208
H 2.9476 -1.3614 -1.2991
H 2.5768 -1.5627 0.6811
O -2.3655 -0.9030 0.3978
C -1.5152 -0.0847 0.7756
C -1.1237 1.4585 0.0476
H -0.4419 -0.5386 1.0773
H -2.2110 1.7393 -0.2544
H -0.6537 2.1786 0.7085
H -0.4739 1.2717 -0.7995

=====

*ii*
Density functional theory data (ωB97M-V with the def2-TZVPD basis set) for a cluster of 2 separate species, C3H6O2 in total.

Properties
orbital gap (alpha / beta): 2.9 / 6.3 eV
LUMO energy (alpha / beta): 3.58 / 3.53 eV
⟨S²⟩: 0.7530
spin multiplicity: 2
total charge: -1
HOMO (alpha / beta): 0.71 / -2.74 eV

Atoms and positions in Å:
O 3.3336 -0.6727 -0.0480
C 2.9046 -1.2779 -1.0687
H 3.5693 -1.8836 -1.7196
H 1.8220 -1.4669 -1.1667
C -1.9571 1.4879 0.9580
C -1.8156 0.2385 0.5366
O -0.8815 -0.2744 -0.3121
H -2.7665 1.6010 1.6720
H -1.5806 2.3941 0.5078
H -2.4564 -0.5324 0.9439
H -0.1719 0.3864 -0.3031

=====

The energy of each structure relative to the most stable one, in eV, is as follows: *i* 1.206; *ii* 0.000.